{"formula": "C60H160B5F20N10O20", "method": "ωB97M-V/def2-TZVPD", "de_lowest_kcal_mol": 91.71, "homo_ev": -16.0, "spin_multiplicity": 1, "e_lumo_ev": -8.32, "energy_ha": -6554.99060, "orbital_gap_ha": 0.283, "charge": 5, "elements": ["F", "F", "F", "F", "F", "F", "F", "F", "F", "F", "F", "F", "F", "F", "F", "F", "F", "F", "F", "F", "O", "O", "O", "O", "O", "O", "O", "O", "O", "O", "O", "O", "O", "O", "O", "O", "O", "O", "O", "O", "N", "N", "N", "N", "N", "N", "N", "N", "N", "N", "C", "C", "C", "C", "C", "C", "C", "C", "C", "C", "C", "C", "C", "C", "C", "C", "C", "C", "C", "C", "C", "C", "C", "C", "C", "C", "C", "C", "C", "C", "C", "C", "C", "C", "C", "C", "C", "C", "C", "C", "C", "C", "C", "C", "C", "C", "C", "C", "C", "C", "C", "C", "C", "C", "C", "C", "C", "C", "C", "C", "B", "B", "B", "B", "B", "H", "H", "H", "H", "H", "H", "H", "H", "H", "H", "H", "H", "H", "H", "H", "H", "H", "H", "H", "H", "H", "H", "H", "H", "H", "H", "H", "H", "H", "H", "H", "H", "H", "H", "H", "H", "H", "H", "H", "H", "H", "H", "H", "H", "H", "H", "H", "H", "H", "H", "H", "H", "H", "H", "H", "H", "H", "H", "H", "H", "H", "H", "H", "H", "H", "H", "H", "H", "H", "H", "H", "H", "H", "H", "H", "H", "H", "H", "H", "H", "H", "H", "H", "H", "H", "H", "H", "H", "H", "H", "H", "H", "H", "H", "H", "H", "H", "H", "H", "H", "H", "H", "H", "H", "H", "H", "H", "H", "H", "H", "H", "H", "H", "H", "H", "H", "H", "H", "H", "H", "H", "H", "H", "H", "H", "H", "H", "H", "H", "H", "H", "H", "H", "H", "H", "H", "H", "H", "H", "H", "H", "H", "H", "H", "H", "H", "H", "H", "H", "H", "H", "H", "H", "H", "H", "H", "H", "H", "H", "H"], "positions_angstrom": [[-1.932, 1.786, -4.424], [-0.569, 2.981, -2.996], [-2.361, 3.956, -3.831], [-2.414, -2.399, -0.970], [-2.657, 2.287, -2.340], [0.747, -2.300, 4.977], [0.240, 4.911, 0.579], [4.438, 0.721, 1.054], [3.047, 2.540, 1.063], [-3.553, -3.351, 0.882], [0.870, 4.222, 2.614], [-2.562, -1.434, 1.086], [-0.745, -1.944, 6.638], [0.678, -0.233, 6.037], [-0.743, 5.765, 2.394], [5.309, 2.863, 1.169], [1.405, -2.137, 7.124], [-4.362, -1.459, -0.308], [-1.165, 3.570, 1.856], [4.281, 2.078, -0.785], [1.865, 0.071, -1.442], [3.507, 1.474, -6.585], [2.193, 5.358, -5.356], [6.991, -5.379, 4.963], [4.250, -2.559, 3.027], [1.102, -1.887, -8.269], [-1.109, -4.860, 3.381], [-0.288, -1.886, -3.828], [-1.315, 0.749, 2.816], [-8.723, -2.062, 5.593], [-4.566, -3.767, 5.147], [1.802, 8.301, -9.786], [2.448, 1.761, 4.504], [-5.233, -2.550, -3.224], [6.505, -3.453, -7.694], [-5.159, 6.906, 3.312], [-0.358, 1.557, 8.543], [0.832, -6.691, 6.759], [6.401, 0.823, -4.620], [-5.093, 2.586, 2.596], [-4.653, 4.438, 4.344], [7.283, -1.812, -5.530], [0.990, 6.761, -7.394], [0.361, 2.620, 6.036], [4.693, -4.176, 5.129], [1.709, 0.737, -8.778], [-6.480, -2.291, 4.081], [-0.647, -7.501, 4.506], [0.538, 1.569, 0.975], [-2.701, -0.789, -3.319], [-5.690, 1.814, 1.597], [-5.200, 8.306, 3.103], [-0.818, -1.201, -4.930], [7.683, -1.106, -4.252], [3.793, -1.991, 4.248], [3.096, -2.960, 2.248], [6.138, -2.840, -5.432], [-2.349, -1.204, -4.773], [6.661, -0.109, -3.612], [2.783, 4.698, -4.249], [5.976, -3.504, -9.011], [0.167, -1.301, -9.160], [1.692, 0.905, -2.613], [5.001, -5.035, 6.329], [3.868, 1.581, 4.207], [-4.108, -0.215, -3.242], [-3.709, 4.453, 3.105], [-5.394, -2.833, 3.160], [4.441, 1.788, -7.651], [-1.029, -3.614, 2.715], [0.963, 0.666, 2.103], [1.157, 1.389, -7.493], [-5.209, -1.218, -3.720], [0.958, -5.316, 7.175], [0.150, 5.667, -6.683], [5.390, 1.737, -4.254], [5.540, -2.980, -6.781], [1.022, -2.376, -4.045], [-9.747, -1.539, 6.423], [3.667, -3.063, 5.358], [-1.348, -7.033, 5.766], [6.107, -5.968, 5.906], [-1.478, -7.293, 3.211], [0.738, -0.018, -9.764], [-1.050, -6.009, 2.584], [-6.065, 4.994, 4.378], [0.649, -0.241, -0.905], [2.002, 3.097, 4.130], [2.383, 9.187, -10.710], [-2.368, 0.097, 3.595], [-4.348, 3.658, 2.010], [-0.445, -7.258, 6.964], [-0.280, 1.766, 9.937], [-1.369, 2.271, 7.892], [0.539, 3.165, 4.563], [-4.162, -3.028, 4.035], [0.760, 5.384, -5.322], [0.304, 7.932, -8.094], [-1.083, 2.196, 6.389], [-6.041, -3.341, -4.048], [-0.147, 0.940, -0.252], [2.226, 2.104, -6.657], [-3.559, -4.131, 6.059], [-7.721, -1.863, 3.310], [-8.737, -1.404, 4.327], [7.803, -6.319, 4.296], [-0.217, -0.115, 2.687], [-6.058, 6.542, 4.381], [1.719, -3.135, -8.633], [1.240, 8.956, -8.683], [-3.267, -2.208, 0.121], [-1.878, 2.778, -3.395], [0.544, -1.639, 6.180], [-0.238, 4.578, 1.838], [4.288, 2.024, 0.617], [-0.606, -1.814, -5.815], [-0.015, -0.734, -1.623], [4.579, -1.332, 4.622], [-2.670, -3.499, 6.074], [-3.347, -3.578, 3.558], [5.347, -4.324, 7.077], [8.412, -6.019, 3.446], [4.798, -3.783, -6.707], [-2.645, -2.226, -4.996], [7.165, -7.102, 3.869], [-1.107, 0.533, 0.068], [5.402, -2.630, -9.331], [-1.693, -5.774, 1.730], [-2.484, -1.515, -2.637], [2.722, -3.590, 5.225], [0.780, -0.935, -0.070], [0.732, 0.581, -6.901], [-5.238, -2.061, 2.409], [2.666, 8.580, -11.568], [2.467, 0.094, -8.571], [5.233, 2.531, -4.981], [2.030, -5.138, 7.161], [1.479, -0.186, -10.546], [0.996, -2.961, -4.967], [-9.399, -0.675, 6.990], [-6.620, 4.526, 3.569], [2.867, 3.616, -4.371], [-0.247, -8.296, 7.237], [8.456, -6.871, 4.977], [-4.901, -1.260, -4.773], [5.057, -2.077, -7.167], [-8.581, -0.348, 4.563], [-4.990, 8.998, 3.923], [-4.376, 0.029, -2.216], [1.842, 1.973, -2.432], [2.560, 0.688, -3.239], [-6.176, 8.579, 2.698], [0.837, 1.728, 6.170], [-1.240, -2.833, 3.442], [-1.539, -5.968, 5.638], [2.425, 4.935, -3.246], [-1.731, -3.552, 1.883], [3.821, 5.034, -4.202], [-0.060, 2.312, 1.348], [0.324, -7.193, 4.468], [0.328, 2.668, 10.038], [-0.540, -0.911, 2.007], [0.166, 4.188, 4.560], [6.486, -3.817, -5.097], [-0.034, -6.193, 2.214], [0.588, -5.187, 8.193], [3.308, 9.567, -10.265], [-5.683, -3.551, -5.058], [0.595, 3.270, 6.780], [0.623, 9.816, -8.947], [-1.298, 1.947, 10.290], [0.141, 0.938, 10.501], [2.424, 3.078, -7.113], [-6.473, 1.182, 2.023], [1.830, 2.249, -5.653], [-0.069, 2.601, 3.855], [0.475, 4.921, -7.413], [0.002, -3.528, 2.369], [4.001, 0.936, 3.341], [-2.319, 1.730, 7.943], [-7.449, -0.998, 2.705], [1.998, 1.547, -9.318], [-7.855, -2.701, 2.629], [7.029, 0.238, -2.645], [5.190, 1.011, -7.779], [-4.979, 1.110, 1.155], [3.427, -3.867, 1.740], [-1.349, -8.249, 2.702], [5.492, -2.481, -4.633], [-1.505, 3.326, 8.142], [-5.633, 6.925, 5.313], [1.548, 7.254, -6.696], [-0.455, -8.502, 4.550], [-2.327, -7.492, 5.889], [1.757, -1.571, -3.985], [-1.854, 2.691, 5.793], [4.442, -4.728, 4.318], [2.360, -2.984, -9.505], [1.647, 6.217, -7.940], [0.969, -3.853, -8.969], [-3.755, -2.077, 4.399], [-4.825, 3.435, 4.415], [8.134, -2.328, -5.741], [2.200, -3.264, 2.790], [4.917, 2.768, -7.585], [4.165, -5.643, 6.669], [-3.546, 5.494, 2.846], [-10.097, -2.269, 7.154], [1.391, 2.054, 0.686], [-5.785, -3.737, 2.698], [-2.308, 0.651, 4.533], [-6.219, -0.809, -3.752], [4.498, 1.299, -3.804], [0.287, 4.516, -4.854], [5.743, -0.676, -3.415], [1.992, 9.138, -7.906], [8.077, -1.821, -3.531], [-2.771, -0.517, -5.503], [-1.191, 1.218, 5.918], [1.409, 1.284, 2.879], [-3.352, 0.184, 3.138], [-2.804, 3.964, 3.462], [-0.272, -0.275, -5.131], [-0.060, -1.972, -9.991], [5.584, -3.695, 5.015], [0.101, -0.651, 3.588], [-0.796, -1.136, -8.676], [6.902, -3.503, -9.587], [2.490, 3.941, 4.623], [1.230, -3.070, -3.231], [0.711, 0.896, -3.090], [-0.321, 7.648, -8.941], [-6.655, -3.030, 4.761], [0.690, 6.144, -4.537], [5.747, 2.383, -3.441], [-7.083, -3.005, -4.052], [4.088, 1.022, 5.120], [-0.333, 8.362, -7.321], [5.717, -6.912, 5.510], [-10.713, -1.304, 5.970], [-2.546, -7.399, 3.412], [2.893, -1.399, 4.090], [-0.929, -6.817, 7.839], [6.677, -6.332, 6.766], [-3.518, 3.205, 1.465], [-2.162, -0.962, 3.736], [-6.164, 2.471, 0.865], [-9.735, -1.630, 3.946], [2.255, -3.535, -7.777], [-0.055, 0.613, -10.161], [-6.251, -4.327, -3.626], [1.781, 10.042, -11.021], [0.428, -4.614, 6.529], [2.936, -2.081, 1.624], [5.394, -4.363, -9.353], [-6.545, 4.684, 5.307], [8.515, -0.439, -4.481], [-3.361, -5.172, 5.781], [3.757, -2.786, 6.405], [-4.046, 0.680, -3.855], [-5.027, 4.262, 1.405], [3.858, 1.903, -8.568], [2.089, 3.312, 3.063], [-3.998, -4.283, 7.045], [-0.366, 1.743, -0.955], [-2.084, -0.007, -3.099], [-7.058, 6.981, 4.391], [0.389, 2.028, -7.925], [1.695, 0.022, 1.617], [-4.374, 8.474, 2.411], [-4.089, 4.599, 5.174], [-0.931, 5.665, -6.796], [-6.026, -1.550, 4.610], [4.535, 2.441, 4.211], [7.108, -1.131, -6.262]], "atomic_forces_ev_per_a": [[0.32, -0.44, -0.38], [1.06, -0.44, 0.14], [-0.73, 1.27, -0.95], [0.18, -0.57, -0.40], [0.02, -0.51, 0.40], [0.24, -0.18, -1.11], [-0.37, -0.86, -0.56], [-0.08, -0.70, 0.15], [-0.68, -0.01, 0.20], [-0.77, -0.73, -0.94], [-1.32, 1.16, -1.90], [0.32, 0.76, -0.01], [-0.80, 0.15, -0.31], [0.09, -0.24, -0.31], [-0.84, -0.33, 0.44], [-0.74, -0.83, -0.55], [1.19, -0.12, 0.47], [-0.40, -0.44, 0.16], [-1.06, -1.11, -0.11], [0.15, -0.10, -0.29], [0.22, 0.99, -1.53], [-0.02, -0.74, -0.24], [-0.19, -1.00, -1.19], [-0.38, 0.97, -0.02], [-1.31, -0.59, 1.06], [0.08, 0.29, 0.49], [-0.52, -1.25, 2.00], [-0.08, 0.17, 0.47], [-1.13, -0.49, 0.85], [0.44, -0.55, -0.67], [-1.45, 0.51, 0.52], [-0.73, 0.14, 0.09], [0.74, 2.33, -0.59], [0.91, 0.88, 0.36], [-0.74, 0.58, 0.38], [-1.50, 0.19, 1.56], [0.19, -0.38, -0.81], [-0.14, 0.38, -0.25], [-0.10, 0.18, -0.34], [0.19, 0.44, 0.72], [-0.03, -1.42, -0.20], [0.19, -0.84, 1.62], [-0.94, 1.43, 0.55], [-2.34, -0.33, -0.94], [-0.24, 1.18, 1.41], [-1.98, 0.61, 0.19], [0.87, -0.31, -1.08], [-1.40, -1.09, -0.05], [-0.44, -0.51, -0.68], [-0.66, 0.46, -1.91], [-0.49, -0.81, -0.30], [0.55, 0.60, -1.15], [0.09, -1.09, -0.52], [0.15, 1.73, 1.15], [1.68, 0.22, 0.94], [1.34, -0.05, -0.26], [0.79, 0.93, 0.57], [1.45, 0.42, 0.89], [-0.34, -2.40, -1.27], [1.53, 0.05, 0.39], [1.47, 0.17, -1.34], [0.54, -0.51, -0.32], [1.40, 0.68, 0.55], [0.52, 0.34, -0.57], [-0.74, -1.48, 1.73], [-1.11, -1.49, 1.48], [-0.70, 0.64, 1.07], [0.11, 0.70, 0.45], [-1.43, 0.64, -0.26], [0.54, -0.26, -0.53], [-0.81, -0.16, -0.57], [0.17, -1.63, -0.60], [1.33, 0.08, -2.10], [0.04, -0.42, 0.02], [2.06, -0.57, -1.19], [0.56, 1.82, 1.72], [-0.84, -1.32, -0.59], [-0.53, -0.40, 0.57], [-0.76, -0.08, 1.24], [-1.14, -1.71, -0.95], [0.65, 0.35, 0.14], [1.29, -1.42, -0.15], [0.01, -0.66, 1.64], [1.13, 0.01, 0.73], [0.05, 0.87, -2.00], [0.05, 1.55, 0.40], [-1.72, 0.45, 2.06], [0.19, -1.01, 1.23], [1.57, 0.01, -0.38], [1.11, 1.03, -0.19], [0.07, -0.65, 0.12], [0.34, 0.17, 0.57], [-0.56, 1.17, 0.08], [0.10, -1.05, -1.63], [0.10, -0.19, 1.06], [0.53, -0.45, 0.05], [0.21, 0.64, 1.70], [-1.19, -0.07, -0.09], [0.39, -0.31, -1.13], [-1.61, -1.26, 0.21], [0.34, -0.28, 0.20], [1.16, 0.85, -1.30], [-0.29, -1.70, 0.08], [1.70, -0.21, 1.16], [-1.55, -0.41, 0.75], [-0.14, -2.12, -0.03], [0.62, -0.72, -1.41], [1.52, -0.96, -0.35], [-0.74, 0.27, -0.99], [0.20, -1.57, 0.79], [0.49, 1.14, 1.07], [-0.34, -0.20, 0.49], [-0.87, 0.24, 1.07], [1.44, 3.53, -0.47], [1.16, 1.38, 0.17], [-0.16, -0.01, -0.29], [-0.10, 0.08, -0.05], [0.04, 0.32, -0.46], [-0.07, 0.12, -0.04], [-0.26, 0.30, -0.58], [-0.21, -0.17, 0.22], [-0.21, 1.20, 0.36], [-0.51, 0.31, 0.17], [-0.49, 0.09, 0.51], [-0.22, -0.03, -0.01], [0.03, 0.01, 0.23], [0.06, 0.36, 0.52], [0.09, -0.62, -0.39], [-0.33, -0.55, 0.24], [-0.19, 0.19, 0.37], [0.33, -0.32, -0.29], [-0.24, 0.00, -0.21], [0.20, -0.22, -0.17], [-0.14, 0.19, -0.09], [0.22, 0.03, 0.09], [-0.27, -0.84, -0.76], [-0.14, 0.32, 0.01], [-0.43, -0.46, -0.34], [0.53, 0.22, -0.23], [0.08, 0.15, -0.19], [0.25, 0.25, -0.25], [-0.52, -0.09, -0.07], [-0.34, -0.21, -0.40], [0.12, 0.33, 0.26], [-0.60, -0.48, -0.45], [0.01, 0.21, 0.16], [-0.21, 0.23, -0.54], [-0.05, -0.71, 0.70], [0.84, 0.27, 0.13], [-0.09, 0.01, 0.79], [-0.41, -0.46, -0.47], [0.14, 0.12, -0.27], [0.83, 0.00, -0.07], [0.16, -0.18, 0.04], [0.30, -0.02, -0.21], [-0.80, 0.12, -0.26], [0.12, -0.05, 0.09], [0.01, 0.14, -0.27], [-0.39, -0.23, -0.13], [-0.12, 1.17, -0.03], [-0.04, -0.04, 0.74], [0.21, -0.06, -0.24], [0.06, -0.17, 0.38], [0.66, 0.23, -0.06], [0.20, 0.34, -0.18], [0.05, -0.06, 0.06], [0.04, 0.24, -0.17], [0.25, 0.59, -0.09], [0.77, 0.24, -0.30], [0.32, 0.26, 0.05], [0.13, 0.06, 0.43], [0.14, -0.17, -0.52], [-0.33, 0.34, 0.25], [-0.06, 0.24, 0.29], [0.08, -0.09, 0.01], [-0.32, -0.44, 0.78], [-0.52, -1.11, 0.73], [0.02, 0.49, -0.22], [0.03, 0.37, -0.22], [-0.33, 0.26, 0.62], [0.13, -0.11, -0.08], [0.74, -0.27, -0.28], [-0.93, -0.03, 0.29], [0.23, 0.44, -0.20], [-0.16, -0.09, 0.32], [0.16, 0.29, -0.37], [-0.12, 0.33, -0.69], [0.71, 0.63, -1.02], [-0.38, 0.13, -0.42], [0.24, 0.02, 0.63], [0.20, -0.23, 0.21], [0.30, -0.34, 0.33], [-0.54, -0.32, 0.43], [0.20, -0.46, -0.31], [0.09, 0.01, -0.45], [0.37, 1.10, 0.22], [0.41, 0.15, -0.32], [0.38, -0.02, 0.18], [0.24, 0.67, -0.57], [-0.12, -0.08, 0.29], [-0.09, 0.22, -0.32], [-0.12, -0.29, -0.12], [0.01, -0.02, -0.76], [0.06, 0.44, 0.56], [0.14, -0.04, 0.75], [-0.21, 0.42, 0.00], [0.28, -0.20, -0.08], [0.78, -0.37, 0.01], [0.55, 0.13, -0.15], [0.19, -0.05, 0.06], [-0.63, -0.53, 0.24], [0.11, 0.47, 0.50], [-0.17, -0.34, -0.69], [0.15, -0.38, -0.33], [-0.23, 0.15, 0.35], [0.24, 0.89, -0.24], [-0.36, -0.28, -0.12], [-0.32, 0.15, 0.40], [0.49, -0.41, 0.93], [0.22, -0.19, -0.41], [0.12, 0.30, -0.30], [0.02, 0.15, 0.00], [-0.56, 0.55, 0.50], [0.05, 0.00, -0.12], [0.27, -0.32, -1.07], [-0.05, 0.60, 0.30], [0.17, 0.20, 0.38], [-0.32, -0.08, -0.48], [0.74, -0.42, 0.41], [0.00, 0.07, 0.04], [0.00, -0.80, -0.07], [-0.07, -0.79, 0.33], [-0.49, 0.02, 0.25], [-1.54, 0.51, -0.42], [0.31, -0.36, 0.40], [0.12, 0.78, -0.52], [0.92, -0.26, -0.27], [0.03, 0.02, 0.01], [-0.37, 0.14, -0.43], [0.40, 0.24, -0.90], [0.06, 0.69, 0.83], [-0.15, -0.17, 0.39], [-0.09, 0.05, 0.02], [-0.03, 0.35, 0.33], [-0.15, 0.40, -0.60], [0.17, 0.16, 0.06], [0.10, -0.22, -0.28], [-0.04, 0.78, -0.50], [0.01, 0.23, 0.00], [0.19, 0.38, 0.31], [0.95, -0.03, 0.51], [-0.42, -0.24, 0.15], [0.08, -0.04, -0.17], [-0.57, -0.46, -0.53], [0.01, -0.43, 0.92], [0.28, -0.31, 0.07], [0.20, -0.33, -0.49], [0.86, 0.14, -0.04], [-0.06, 0.57, -0.23], [-0.46, -0.07, -0.02], [0.20, 0.02, -0.23], [0.29, -0.31, -0.33], [0.83, -1.16, 0.90], [-0.06, 0.77, 0.08], [0.22, 0.15, 0.08], [0.01, 0.30, 0.01], [-0.16, -0.16, -0.82], [-0.16, 0.27, 0.73], [0.24, -0.16, 0.62], [-0.41, 0.28, -0.36], [-0.19, 0.93, 0.12], [0.02, 1.02, 0.43], [-0.39, 0.34, 0.17], [-0.61, 0.42, -0.35], [-0.09, 0.10, -0.11]]}